No. 1
This record from the Open Molecules 2025 dataset describes the molecule CH4N2O at a distorted geometry. The level of theory is ωB97M-V/def2-TZVPD.

## Properties
energy above the lowest of the compared OMol25 structures with the same formula, charge and spin	59.9	kcal/mol
SMILES string	NNC=O
HOMO	-9.8606	eV
DFT total energy	-6127.9105	eV
charge	0

Cartesian coordinates (Å):
N: -0.53 -0.51 1.06
N: -0.06 0.37 -0.05
C: 0.43 -0.14 -1.27
O: 1.09 0.68 -1.92
H: 0.27 -0.32 1.69
H: -1.45 -0.16 1.46
H: -0.09 1.28 0.30
H: 0.33 -1.20 -1.28


No. 2
This record from the Open Molecules 2025 dataset describes a structure of composition C16H24CaN2O13 at a distorted geometry. The level of theory is ωB97M-V/def2-TZVPD.

## Properties
energy above the lowest of the compared OMol25 structures with the same formula, charge and spin	0.0	kcal/mol
HOMO	-7.0580	eV
DFT total energy	-65017.6784	eV
charge	0

Cartesian coordinates (Å):
Ca: 0.02 2.41 -0.01
O: -1.27 3.97 -0.83
H: -1.38 4.91 -0.68
N: 0.91 2.63 2.73
O: 0.62 3.68 2.12
O: 1.24 1.63 2.01
O: 0.87 2.50 3.95
C: -0.82 -0.64 -5.85
C: -1.98 -0.12 -4.99
C: -2.52 -1.06 -3.93
O: -1.88 -0.52 -2.74
C: -1.37 0.70 -3.00
O: -0.85 1.38 -2.20
O: -1.61 1.05 -4.29
H: -1.04 -1.58 -6.36
H: -0.03 -0.90 -5.12
H: -0.45 0.10 -6.55
H: -2.75 0.14 -5.73
H: -2.17 -2.07 -4.09
H: -3.58 -0.92 -3.78
C: -1.04 -1.80 4.33
C: -2.10 -1.38 3.38
C: -3.07 -0.32 3.93
O: -3.00 0.79 3.07
C: -2.03 0.58 2.17
O: -1.61 1.40 1.43
O: -1.54 -0.66 2.26
H: -0.53 -0.94 4.78
H: -0.30 -2.51 3.98
H: -1.55 -2.24 5.20
H: -2.67 -2.21 2.95
H: -2.72 0.02 4.92
H: -4.04 -0.72 4.22
C: 1.54 -4.21 1.82
C: 1.82 -2.74 1.61
C: 2.91 -2.34 0.62
O: 2.44 -1.12 0.10
C: 1.09 -1.01 0.36
O: 0.43 -0.13 -0.08
O: 0.66 -2.09 1.01
H: 2.49 -4.74 1.90
H: 0.96 -4.68 1.04
H: 1.08 -4.34 2.80
H: 1.88 -2.25 2.58
H: 3.04 -3.08 -0.17
H: 3.82 -2.30 1.22
N: 2.82 1.97 -0.65
C: 1.99 1.76 -1.71
C: 1.52 2.99 -2.16
C: 1.95 3.97 -1.27
C: 2.65 3.28 -0.28
H: 3.29 1.22 -0.17
H: 1.83 0.77 -2.11
H: 0.98 3.01 -3.08
H: 1.84 5.04 -1.24
H: 3.19 3.71 0.55